[1]
Formula: C6H8N5O
Source: the OMol25 dataset
Level of theory: ωB97M-V/def2-TZVPD

Structure (XYZ):
```
20
Properties=species:S:1:pos:R:3:mulliken_charge:R:1
C -1.964 0.399 0.127 -0.0096
C -0.788 1.140 0.569 -0.5734
C 0.939 -0.428 1.409 0.1943
C 1.546 1.085 -0.156 0.5598
C 2.624 -0.936 -0.305 0.2754
C -2.768 -1.751 -0.784 -0.7306
N 2.391 0.340 -0.694 -0.4563
N -1.798 -0.828 -0.221 -0.2698
N 0.485 0.647 0.724 0.1759
N 1.936 -1.138 1.017 -0.0344
N 1.618 2.414 -0.195 -0.3564
O 3.293 -1.755 -0.774 -0.3569
H -3.024 0.854 0.251 0.3634
H -0.942 2.114 0.852 0.5237
H -2.201 -2.525 -1.348 0.2841
H -3.285 -2.226 0.042 0.3117
H -3.627 -1.198 -1.476 0.2755
H 2.242 -1.908 1.647 0.2946
H 2.486 2.627 -0.671 0.2894
H 0.837 3.073 -0.014 0.2396
```

## Properties
- HOMO-LUMO gap (spin up / spin down): 7.851 / 6.127 eV
- Highest occupied orbital energy (spin up / spin down): -13.60 / -13.16 eV
- Total charge: +1


[2]
Formula: C30H79NO10
Source: the OMol25 dataset
Level of theory: ωB97M-V/def2-TZVPD

Structure (XYZ):
```
120
Properties=species:S:1:pos:R:3:mulliken_charge:R:1
C 0.808 -4.419 1.364 -0.6476
O 1.462 -3.433 2.137 -0.5422
C 1.767 -2.305 1.289 1.5030
C 2.168 -1.177 2.169 -1.0852
N 2.186 0.102 1.470 0.6780
C 2.604 1.183 2.299 -0.6149
C 2.692 2.390 1.456 -0.1120
O 1.405 2.864 1.049 -0.2348
C 1.524 3.963 0.192 -1.0537
H 0.406 -5.206 2.007 0.2978
H 1.570 -4.880 0.790 0.4671
H 0.134 -4.095 0.611 0.7050
H 0.945 -2.077 0.692 -1.0252
H 2.582 -2.521 0.624 0.6086
H 3.157 -1.462 2.535 0.4350
H 1.506 -1.045 3.043 0.1788
H 1.210 0.332 1.354 -1.0184
H 3.588 0.931 2.561 0.7313
H 1.994 1.318 3.257 -0.3239
H 3.293 2.088 0.572 -0.1039
H 3.225 3.242 1.957 0.5265
H 2.029 4.711 0.731 0.6081
H 0.504 4.243 0.046 0.1929
H 2.012 3.848 -0.772 0.1464
C 2.087 -3.818 -2.020 -1.4368
C 1.019 -2.769 -2.112 3.2696
C 0.690 -2.259 -3.529 -1.5994
O -0.210 -3.256 -1.617 -0.7200
H 2.932 -3.411 -2.554 0.0628
H 1.818 -4.673 -2.583 0.4979
H 2.459 -4.052 -1.029 0.1840
H 1.271 -1.876 -1.484 -1.3341
H 0.240 -1.276 -3.508 0.1826
H -0.003 -2.812 -4.073 0.5721
H 1.616 -2.301 -4.114 0.1594
H -0.196 -3.450 -0.665 -0.8593
C 4.268 1.704 -2.222 -0.9673
C 4.671 0.464 -1.481 0.7520
C 3.609 -0.602 -1.420 0.2090
O 5.694 -0.125 -2.297 -0.6972
H 3.688 2.356 -1.614 -0.1288
H 3.749 1.492 -3.115 0.1700
H 5.111 2.306 -2.494 0.4922
H 5.063 0.681 -0.515 0.3249
H 3.144 -0.817 -2.325 -0.0054
H 2.717 -0.303 -0.844 -0.8397
H 3.977 -1.574 -1.070 0.5977
H 5.571 -1.071 -2.362 0.2676
C -2.589 0.661 3.448 -1.2929
C -1.194 1.268 3.589 1.1964
C -0.492 1.044 4.897 -2.0742
O -0.405 0.811 2.571 0.7050
H -3.313 1.034 4.191 0.5108
H -2.602 -0.416 3.546 0.4769
H -3.038 0.922 2.498 0.3430
H -1.461 2.274 3.403 -0.2485
H -0.330 0.041 5.134 0.4036
H -0.972 1.446 5.786 0.4183
H 0.407 1.642 4.875 0.4690
H -0.765 1.123 1.719 -0.4011
C -2.851 3.632 1.382 -0.4328
C -3.570 4.116 2.633 0.8535
C -3.388 5.652 2.755 -1.4970
O -4.896 3.856 2.357 -0.6863
H -1.785 3.686 1.476 0.0919
H -3.109 4.213 0.436 0.4281
H -3.159 2.613 1.147 -0.4745
H -3.277 3.593 3.493 0.1470
H -2.307 5.827 2.637 0.3034
H -3.661 5.914 3.769 0.4261
H -4.010 6.216 2.058 0.3276
H -4.964 2.875 2.230 0.2902
C -5.094 0.757 0.496 -1.4602
C -5.840 0.448 1.721 0.2792
C -5.513 -0.938 2.270 -1.1468
O -5.473 1.312 2.690 -0.4441
H -5.083 1.821 0.241 0.4158
H -5.510 0.215 -0.351 0.5395
H -4.062 0.373 0.477 0.1800
H -6.858 0.445 1.561 0.7051
H -4.504 -1.012 2.714 0.0832
H -5.616 -1.656 1.511 0.3287
H -6.208 -1.221 3.044 0.5627
H -6.191 1.250 3.355 0.3213
C -1.801 0.472 -1.714 -1.5641
C -0.483 0.809 -0.959 1.2160
C 0.561 1.422 -1.950 -0.9990
O -0.812 1.712 0.064 0.0054
H -2.325 1.377 -2.032 0.4218
H -2.495 -0.197 -1.181 0.1011
H -1.596 -0.061 -2.610 0.4305
H -0.059 -0.112 -0.568 -0.4623
H 0.222 2.366 -2.364 0.5492
H 0.754 0.762 -2.833 0.1338
H 1.537 1.628 -1.524 -0.1025
H 0.065 2.054 0.336 -0.1804
C 4.995 -1.721 -6.353 -1.4487
C 4.483 -1.142 -5.103 0.9948
C 3.211 -0.405 -5.319 -1.3334
O 4.240 -2.286 -4.311 -0.5351
H 4.256 -2.358 -6.904 0.2822
H 5.891 -2.334 -6.247 0.4056
H 5.428 -0.959 -7.066 0.3592
H 5.212 -0.401 -4.673 0.0883
H 2.503 -1.151 -5.669 0.4144
H 3.375 0.406 -5.950 0.4900
H 2.781 -0.094 -4.362 -0.0959
H 5.078 -2.484 -3.891 0.3490
C -1.525 -1.695 1.036 1.6128
C -2.716 -2.593 1.190 -0.8379
C -3.453 -2.728 -0.153 -1.7804
O -2.294 -3.869 1.465 -0.5262
H -1.928 -0.662 1.016 -1.3986
H -1.032 -1.821 0.124 0.1274
H -0.863 -1.785 1.893 0.3524
H -3.322 -2.345 1.938 1.2529
H -2.800 -3.274 -0.777 0.5051
H -3.739 -1.789 -0.527 0.1924
H -4.336 -3.388 0.055 0.4581
H -3.084 -4.342 1.777 0.4038
```

## Properties
- HOMO-LUMO gap: 9.624 eV
- Highest occupied orbital energy: -9.05 eV
- Total charge: 0
- SMILES: COCCNCCOC.CC(C)O.CC(C)O.CC(C)O.CC(C)O.CC(C)O.CC(C)O.CC(C)O.CC(C)O


What energy above the lowest of the compared OMol25 structures with the same formula, charge and spin values result from the calculations? In sequence: 112.6; 92.1 kcal per mole.